DFT (ωB97M-V/def2-TZVPD) results for a cluster of 2 separate species, C5H9ClSi in total at a distorted geometry.

Cartesian coordinates (Å):
Cl  2.37  -1.20  -0.34
Si  1.20  -0.20  0.98
C  -1.89  -0.47  -0.13
C  -1.39  -1.02  1.08
C  -1.70  -1.14  -1.25
C  1.27  1.54  0.34
C  1.75  1.84  -0.84
H  -1.74  -0.74  2.03
H  1.75  1.09  -1.65
H  2.00  -0.23  2.29
H  1.77  2.93  -1.17
H  -2.03  -1.00  -2.22
H  1.29  2.29  1.16
H  -2.57  0.40  -0.13
H  -1.22  -2.16  0.99
H  -0.86  -1.93  -1.16

## Properties
**Net charge**: 0
**Largest force on an atom**: 4.37 eV/A
**Frontier orbital gap**: 7.8 eV
**ΔE to the lowest compared entry with this formula, charge and spin**: 3.4608 eV
**Highest occupied orbital energy**: -0.2919 Eh
**2S+1**: 1
**Energy**: -25728.2795 eV

DFT (ωB97M-V/def2-TZVPD) results for a structure of composition C5H9ErLiO4 at a distorted geometry.

Cartesian coordinates (Å):
Er  4.20  -0.30  -0.36
O  -2.04  0.21  0.54
O  5.25  0.17  -2.17
O  0.36  -2.62  1.13
O  0.45  -0.33  -0.27
C  -1.28  1.24  -0.07
C  -3.44  0.38  0.41
C  1.70  -0.92  0.13
C  1.50  -2.11  0.78
C  0.18  0.96  0.20
Li  -0.97  -1.48  0.49
H  -1.48  1.26  -1.15
H  -1.56  2.22  0.35
H  -3.75  1.35  0.82
H  0.80  1.72  -0.31
H  -3.92  -0.42  0.97
H  -3.74  0.32  -0.65
H  2.41  -2.73  0.96
H  4.94  0.04  -3.07
H  0.38  1.02  1.28

## Properties
**Net charge**: +1
**Largest force on an atom**: 3.11 eV/A
**Frontier orbital gap (alpha / beta)**: 4.9 / 5.0 eV
**Expectation value of S²**: 3.756
**Highest occupied orbital energy (alpha / beta)**: -0.3895 / -0.3923 Eh
**2S+1**: 4
**Energy**: -41338.9837 eV

DFT (ωB97M-V/def2-TZVPD) results for the molecule C5H9F at a distorted geometry.

Cartesian coordinates (Å):
F  -0.06  -2.16  -0.18
C  -0.44  -0.79  -0.12
C  1.36  -0.12  1.48
C  -0.42  -0.44  -1.41
C  -0.84  1.04  -1.69
C  -0.17  -0.16  1.34
H  -0.25  1.66  -0.74
H  -0.85  -1.09  1.89
H  -0.48  0.92  1.47
H  -0.40  -1.26  -2.21
H  1.75  0.00  2.59
H  1.81  -1.13  1.07
H  -2.14  0.99  -1.54
H  -0.64  1.55  -2.84
H  1.75  1.00  0.88

## Properties
**Net charge**: 0
**Largest force on an atom**: 4.30 eV/A
**Frontier orbital gap**: 9.9 eV
**ΔE to the lowest compared entry with this formula, charge and spin**: 4.3845 eV
**Highest occupied orbital energy**: -0.3310 Eh
**SMILES**: C/C=C(/F)CC
**2S+1**: 1
**Energy**: -8043.6584 eV

DFT (ωB97M-V/def2-TZVPD) results for the molecule C5H9F at a distorted geometry.

Cartesian coordinates (Å):
F  -2.90  0.99  -0.09
C  -2.03  -0.02  0.41
C  0.65  -1.37  -0.21
C  0.47  0.04  0.05
C  -0.74  0.61  0.37
C  1.58  0.95  -0.31
H  0.49  -2.02  0.65
H  1.22  1.93  -0.36
H  -2.31  -0.32  1.40
H  2.21  0.63  -1.09
H  1.81  -1.37  -0.50
H  -0.79  1.67  0.56
H  0.04  -1.79  -1.04
H  -2.04  -0.91  -0.28
H  2.34  0.99  0.43

## Properties
**Net charge**: 0
**Largest force on an atom**: 3.92 eV/A
**Frontier orbital gap**: 9.9 eV
**ΔE to the lowest compared entry with this formula, charge and spin**: 1.1495 eV
**Highest occupied orbital energy**: -0.3269 Eh
**SMILES**: CC(C)=CCF
**2S+1**: 1
**Energy**: -8046.8934 eV

DFT (ωB97M-V/def2-TZVPD) results for the molecule C5H9F at a distorted geometry.

Cartesian coordinates (Å):
F  -2.24  -1.42  -0.02
C  -0.41  0.19  -0.23
C  0.33  -0.87  -0.17
C  -1.96  0.03  -0.06
C  1.97  -1.13  -0.02
C  0.05  1.65  -0.03
H  -0.04  2.13  0.87
H  -0.30  -1.88  -0.32
H  -0.63  2.28  -0.65
H  2.60  -0.30  0.79
H  -2.16  0.13  1.08
H  -2.83  0.62  -0.57
H  1.87  -2.22  0.70
H  1.19  1.97  -0.21
H  2.54  -1.17  -1.15

## Properties
**Net charge**: 0
**Largest force on an atom**: 5.03 eV/A
**Frontier orbital gap**: 10.4 eV
**ΔE to the lowest compared entry with this formula, charge and spin**: 4.0114 eV
**Highest occupied orbital energy**: -0.3500 Eh
**SMILES**: C/C=C(\C)CF
**2S+1**: 1
**Energy**: -8044.0315 eV

DFT (ωB97M-V/def2-TZVPD) results for the molecule C5H9F2N at a distorted geometry.

Cartesian coordinates (Å):
F  2.02  1.98  0.62
F  0.16  -0.71  -2.03
N  -2.07  -1.92  1.48
C  0.72  1.90  0.14
C  0.26  0.48  -0.05
C  -0.76  0.03  0.62
C  0.99  -0.28  -1.02
C  -1.42  -1.29  0.33
H  -2.21  -1.16  -0.49
H  1.75  0.44  -1.41
H  -2.40  -2.82  1.20
H  -1.41  -2.04  2.21
H  1.57  -1.11  -0.54
H  -1.23  0.67  1.38
H  -0.66  -1.91  -0.21
H  0.08  2.38  0.90
H  0.68  2.47  -0.81

## Properties
**Net charge**: 0
**Largest force on an atom**: 2.67 eV/A
**Frontier orbital gap**: 10.4 eV
**ΔE to the lowest compared entry with this formula, charge and spin**: 0.6186 eV
**Highest occupied orbital energy**: -0.3504 Eh
**SMILES**: NCC=C(CF)CF
**2S+1**: 1
**Energy**: -12254.7612 eV